(1)
The following is a quantum chemistry calculation of a single C18H20N4O6 molecule, from the OMol25 dataset.

Summary:
Net charge: 0
SMILES: COc1ccc([C@@]2(C)NC(=O)N(CC(=O)Nc3cc(C)on3)C2=O)cc1OC
Kohn-Sham gap, eV: 8.83
Relative energy (zero: lowest compared OMol25 entry of this formula, charge and spin), kcal per mole: 0.00

Each line ends with the Löwdin charge.
Element x y z (Å)
1 C 3.0923 -2.1105 -3.2113  -0.08
2 H 3.7966 -1.8461 -3.9983  0.10
3 H 2.6143 -3.0636 -3.4595  0.10
4 H 3.6316 -2.2120 -2.2632  0.09
5 O 2.1607 -1.0592 -3.1685  -0.08
6 C 1.1293 -1.1443 -2.2799  -0.22
7 C 0.9536 -2.1560 -1.3551  -0.01
8 C -0.1117 -2.1267 -0.4645  -0.03
9 C -1.0272 -1.0926 -0.5023  -0.15
10 C -0.8752 -0.0835 -1.4489  0.04
11 C 0.1986 -0.0810 -2.3198  -0.21
12 O 0.4594 0.8950 -3.2258  -0.06
13 C -0.3659 2.0382 -3.2231  -0.06
14 H -0.3780 2.5148 -2.2389  0.10
15 H 0.0725 2.7150 -3.9547  0.10
16 H -1.3897 1.7949 -3.5230  0.10
17 H -1.5890 0.7217 -1.4668  0.11
18 C -2.1998 -1.0370 0.4702  -0.35
19 N -1.8933 -1.6919 1.7226  0.17
20 C -1.6414 -0.8236 2.7276  -0.47
21 O -1.2140 -1.0636 3.8268  0.12
22 N -1.9945 0.4423 2.2469  0.07
23 C -2.4006 0.4084 0.9450  -0.38
24 O -2.8382 1.3341 0.3144  0.12
25 C -1.9191 1.6449 3.0411  -0.02
26 C -0.7507 1.5977 4.0118  -0.45
27 O -0.8685 1.7968 5.1938  0.10
28 N 0.4860 1.3368 3.4737  0.17
29 C 0.9115 1.3574 2.1703  -0.30
30 N 0.1906 1.7633 1.1503  0.13
31 O 0.9877 1.7004 0.0520  0.00
32 C 2.2032 1.2513 0.3964  -0.30
33 C 2.2234 1.0094 1.7392  0.06
34 H 3.0302 0.6466 2.3393  0.11
35 C 3.2403 1.1443 -0.6568  0.02
36 H 3.9358 0.3454 -0.4155  0.09
37 H 2.7752 0.9554 -1.6207  0.07
38 H 3.7972 2.0789 -0.7246  0.09
39 H 1.2065 1.1723 4.1663  0.17
40 H -1.8003 2.4793 2.3433  0.13
41 H -2.8328 1.7753 3.6310  0.15
42 H -1.6601 -2.6663 1.7964  0.15
43 C -3.4694 -1.5918 -0.1773  0.02
44 H -4.2774 -1.6236 0.5498  0.09
45 H -3.7601 -0.9455 -1.0005  0.09
46 H -3.2881 -2.5942 -0.5577  0.09
47 H -0.2005 -2.9288 0.2513  0.11
48 H 1.6490 -2.9780 -1.3026  0.11

(2)
The following is a quantum chemistry calculation of a molecular structure, C28H38N4O3P2SZn, from the OMol25 dataset.

Summary:
Net charge: 0
Kohn-Sham gap (spin up / spin down), eV: 6.64 / 7.37
Relative energy (zero: lowest compared OMol25 entry of this formula, charge and spin), kcal per mole: 48.29

Each line ends with the Löwdin charge.
Element x y z (Å)
1 Zn 4.7505 1.1987 -0.6421  0.53
2 C -0.9565 -1.3117 -1.6465  -0.27
3 C 0.3563 -1.7894 -1.9407  -0.04
4 C 1.1520 -1.3720 -3.0767  -0.20
5 C 1.6623 0.0705 -2.9584  -0.16
6 C 0.8243 1.1490 -3.6148  -0.09
7 C -0.4008 1.0370 -4.0936  -0.10
8 C -1.3045 -0.1632 -4.1003  -0.21
9 C -1.8651 -0.7319 -2.7762  -0.10
10 C 3.3382 1.8638 0.8071  -0.34
11 H -1.5597 -2.1373 -1.2203  0.15
12 H 0.7981 -2.4901 -1.2471  0.10
13 H 0.6793 -1.5309 -4.0513  0.11
14 H 2.0322 -2.0152 -3.0271  0.08
15 H 1.7384 0.3187 -1.8906  0.10
16 H 2.6889 0.1219 -3.3548  0.09
17 H 1.3328 2.1232 -3.6354  0.09
18 H -0.8007 1.8792 -4.6906  0.11
19 H -0.9071 -0.9644 -4.7503  0.11
20 H -2.1893 0.1914 -4.6575  0.11
21 H -2.5356 0.0242 -2.3434  0.12
22 H -2.4838 -1.5798 -3.1189  0.12
23 H 3.0755 1.1533 1.6216  -0.04
24 H 2.3756 2.0766 0.2887  -0.05
25 H 3.5824 2.8123 1.3418  -0.04
26 P 5.7122 1.7713 -4.2868  1.07
27 P 5.9883 -1.7366 -3.8914  1.09
28 N 4.8380 2.7051 -5.5665  -0.26
29 N 7.2129 2.7816 -4.4444  -0.25
30 N 5.0936 -2.3681 -5.3222  -0.26
31 N 7.1188 -3.1639 -3.8691  -0.26
32 C 6.2289 0.5054 -5.5245  -0.43
33 C 7.0616 -0.6305 -4.9040  -0.41
34 C 3.6598 3.4095 -5.3190  -0.16
35 C 3.2781 4.0754 -6.4810  -0.10
36 C 4.2497 3.7738 -7.4863  -0.09
37 C 5.1883 2.9250 -6.9026  -0.15
38 C 7.7485 3.4583 -3.3448  -0.16
39 C 8.9585 4.0412 -3.7051  -0.10
40 C 9.1913 3.7194 -5.0814  -0.09
41 C 8.1049 2.9569 -5.5069  -0.15
42 C 3.7133 -2.5971 -5.2702  -0.15
43 C 3.2375 -2.8697 -6.5469  -0.09
44 C 4.3619 -2.8312 -7.4346  -0.08
45 C 5.4774 -2.4992 -6.6659  -0.18
46 C 7.5304 -4.0827 -4.8434  -0.14
47 C 8.5517 -4.8851 -4.3261  -0.09
48 C 8.8043 -4.4257 -2.9903  -0.11
49 C 7.9325 -3.3750 -2.7446  -0.17
50 H 6.8083 0.9191 -6.3613  0.06
51 H 5.2948 0.1105 -5.9554  0.08
52 H 7.5862 -1.1916 -5.6965  0.08
53 H 7.8284 -0.2319 -4.2170  0.08
54 H 3.2094 3.3592 -4.3404  0.08
55 H 2.4114 4.7061 -6.5942  0.09
56 H 4.2768 4.1371 -8.5038  0.09
57 H 6.0461 2.4490 -7.3577  0.08
58 H 7.2119 3.4537 -2.4104  0.08
59 H 9.6063 4.6269 -3.0636  0.09
60 H 10.0501 4.0072 -5.6863  0.09
61 H 7.9205 2.5219 -6.4842  0.08
62 H 3.2111 -2.5836 -4.3188  0.06
63 H 2.2088 -3.0726 -6.8141  0.09
64 H 4.3586 -3.0366 -8.4968  0.09
65 H 6.5019 -2.3600 -6.9853  0.10
66 H 7.0657 -4.1227 -5.8153  0.08
67 H 9.0563 -5.6958 -4.8389  0.09
68 H 9.5432 -4.8229 -2.3016  0.09
69 H 7.7981 -2.7548 -1.8727  0.09
70 C -1.3824 -0.7434 2.0800  -0.12
71 S -0.0833 -0.6219 0.8465  0.59
72 O 0.5755 -1.8812 0.7658  -0.29
73 O -0.8839 -0.2691 -0.5076  -0.24
74 O 0.6676 0.5796 1.1660  -0.31
75 H -1.9534 -1.6619 1.9198  0.07
76 H -2.0146 0.1419 2.0057  0.07
77 H -0.8943 -0.7625 3.0627  0.08

(3)
The following is a quantum chemistry calculation of a molecular structure, C11H5Br4FeO6S, from the OMol25 dataset.

Summary:
⟨S²⟩: 8.76
Net charge: -2
Kohn-Sham gap (spin up / spin down), eV: 5.93 / 5.86
Relative energy (zero: lowest compared OMol25 entry of this formula, charge and spin), kcal per mole: 0.00
Multiplicity: 6

Each line ends with the Löwdin charge.
Element x y z (Å)
1 Fe 0.0976 -1.0805 0.4086  0.97
2 C 2.1448 -1.4968 -0.7653  -0.17
3 C 1.9465 -2.5648 0.1435  -0.18
4 C 2.0195 -2.0422 1.4531  -0.17
5 C 2.2654 -0.6521 1.3546  -0.17
6 C 2.3448 -0.3162 -0.0152  -0.18
7 H 2.1153 -1.5635 -1.8417  0.10
8 H 1.7184 -3.5861 -0.1131  0.10
9 H 1.8553 -2.5994 2.3611  0.10
10 H 2.3314 0.0430 2.1764  0.10
11 H 2.4940 0.6742 -0.4170  0.10
12 O -2.9752 -2.9166 1.3230  -0.36
13 S -1.5308 -2.9880 1.3195  0.31
14 O -0.9857 -4.2111 1.8856  -0.37
15 O -0.9666 -2.7488 -0.0860  -0.42
16 O -0.9195 -1.7590 2.0129  -0.42
17 Br -1.7872 5.6249 -0.3857  0.62
18 C -1.4242 3.7882 -0.7058  -0.78
19 C -1.6184 3.2377 -1.9561  -0.78
20 Br -2.2624 4.2956 -3.3965  0.62
21 C -1.3406 1.8704 -2.1647  -0.65
22 Br -1.5471 1.0492 -3.8640  0.69
23 C -0.8788 1.0525 -1.1418  -0.41
24 O -0.5977 -0.2055 -1.2610  -0.15
25 C -0.6799 1.6254 0.1671  -0.42
26 O -0.2427 0.8214 1.0779  -0.15
27 C -0.9506 2.9779 0.3463  -0.65
28 Br -0.6256 3.6702 2.0845  0.69

(4)
The following is a quantum chemistry calculation of 2 unconnected molecules or ions with the total composition C9H14, from the OMol25 dataset.

Summary:
Net charge: 0
SMILES: Cc1ccccc1.CC
Kohn-Sham gap, eV: 10.03
Relative energy (zero: lowest compared OMol25 entry of this formula, charge and spin), kcal per mole: 15.19

Each line ends with the Löwdin charge.
Element x y z (Å)
1 C 1.9913 1.8450 -1.4110  -0.05
2 C 1.1033 1.1069 -0.4409  -0.28
3 C 1.6548 0.5609 0.7163  -0.06
4 C -0.2799 1.1348 -0.6081  -0.06
5 C 0.8656 0.2136 1.7999  -0.08
6 C -1.0511 0.8132 0.5074  -0.12
7 C -0.5185 0.3048 1.6730  -0.11
8 H 1.4496 2.2710 -2.2558  0.07
9 H 2.8587 1.2805 -1.7466  0.08
10 H 2.7312 0.4774 0.8148  0.11
11 H -0.6970 1.2949 -1.5922  0.11
12 H 1.3427 -0.0742 2.7207  0.10
13 H -2.1077 1.0450 0.4847  0.11
14 H -1.1746 0.0958 2.5079  0.10
15 H 2.3267 2.7493 -0.8915  0.09
16 C -0.9784 -2.0543 -0.9368  -0.16
17 C -2.2389 -2.7892 -0.5107  -0.16
18 H -0.6012 -1.4703 -0.1080  0.03
19 H -0.1852 -2.7578 -1.1074  0.06
20 H -1.1101 -1.5064 -1.8661  0.07
21 H -3.1810 -2.4093 -0.8982  0.06
22 H -2.1783 -3.8334 -0.8344  0.06
23 H -2.2970 -2.8735 0.5764  0.06

no.,maximum force (eV/Å)
1,1.2
2,4.3
3,0.5
4,1.3